ORCA calculation (ωB97M-V with the def2-TZVPD basis set) on a structure of composition C59H41Br4CaF3N2O3P2S in a non-equilibrium geometry.

Structure (XYZ):
```
116
Properties=species:S:1:pos:R:3:forces:R:3
Ca -2.83186 -0.49576 -0.09838 0.24 -0.21 0.10
Br -8.36877 3.16992 2.12826 -0.93 0.24 0.05
C -6.63624 2.54654 1.87713 1.41 2.76 1.91
C -5.54523 3.27332 2.49056 -2.61 -0.71 -0.70
Br -5.90797 4.67277 3.68601 -0.42 0.54 0.32
C -4.25283 2.91370 2.28029 0.74 -2.86 -1.60
Br -2.88503 4.11586 2.74124 0.76 -0.31 -0.07
C -3.96374 1.63860 1.56386 -1.17 2.74 0.61
O -2.77773 1.33368 1.19496 0.66 -0.48 0.48
C -5.11561 0.85169 1.11747 1.17 -0.52 0.25
O -4.85532 -0.35104 0.63158 -0.76 1.41 0.31
C -6.40001 1.43511 1.15560 2.06 -1.66 -0.26
Br -7.65730 0.50678 0.19754 -1.18 -0.59 -0.61
C 6.26921 -2.26294 -0.26760 1.15 -0.43 -0.66
C 5.67339 -0.88414 0.03959 0.51 0.02 -1.28
C 6.82963 0.06923 0.43614 -0.54 0.00 -0.27
C 4.74630 -1.01278 1.18459 -0.96 -0.15 0.79
C 5.28551 -1.47415 2.39842 -0.63 0.47 0.01
C 4.52406 -1.27916 3.53160 -0.23 0.02 1.69
C 3.25015 -0.70491 3.47805 0.06 -0.13 -0.22
C 2.58461 -0.56204 2.27120 -0.01 0.43 -0.86
P 0.82539 0.03240 2.06323 0.18 -0.07 -0.95
C 0.03933 -0.18903 3.67335 0.23 0.66 0.40
C 0.06765 -1.38803 4.37634 0.90 -0.19 0.78
C -0.25045 -1.40341 5.73805 -0.82 0.41 -0.52
C -0.76077 -0.26130 6.36001 0.83 0.86 -1.14
C -0.83484 0.95644 5.66572 -0.23 -1.78 -2.78
C -0.50713 0.95700 4.24894 -0.62 -0.02 2.72
C 1.35610 1.79073 2.16693 0.12 0.39 -0.86
C 1.90645 2.38012 3.29057 0.23 0.74 0.96
C 2.37111 3.69856 3.25822 0.39 -0.72 -0.05
C 2.35706 4.39368 2.06233 0.57 0.26 -0.74
C 1.87930 3.82567 0.88845 -0.68 -1.01 0.05
C 1.37837 2.51901 0.96956 0.24 -0.19 -0.30
C 3.37845 -0.66733 1.10806 0.95 -0.61 -0.76
O 2.80381 -0.45961 -0.17338 0.01 -0.42 1.85
C 3.59020 -0.18821 -1.25335 -0.80 0.90 0.31
C 2.86786 0.31355 -2.36646 1.49 -0.41 -0.46
C 3.67008 0.77151 -3.43299 -0.48 -0.57 0.46
C 5.06922 0.74544 -3.39379 -0.51 -0.25 0.67
C 5.71411 0.20876 -2.28549 -0.62 -1.26 -0.28
C 4.96381 -0.29699 -1.19756 1.09 0.33 -0.11
P 1.03899 -0.03610 -2.37907 -0.20 0.65 0.73
C 0.42837 1.13279 -3.60922 0.68 1.18 -0.39
C -0.71938 0.84879 -4.36215 -0.10 -0.04 0.10
C -1.12429 1.72583 -5.36491 -1.15 0.66 -0.16
C -0.50220 2.97932 -5.53212 0.60 -1.17 0.26
C 0.65657 3.23526 -4.81105 0.35 -0.62 0.75
C 1.13016 2.33078 -3.84266 -1.12 0.08 -0.65
C 1.06362 -1.48607 -3.42873 -0.15 -1.63 0.05
C 0.59451 -2.69358 -2.87977 -0.22 0.77 1.04
C 0.62916 -3.88160 -3.59766 0.44 0.62 -0.17
C 1.27293 -3.91037 -4.83074 0.15 0.45 0.03
C 1.77437 -2.71936 -5.37352 -0.35 0.38 0.00
C 1.58258 -1.50214 -4.71567 0.01 -0.20 -0.39
H 6.94334 -2.61693 0.55129 -0.48 0.34 -0.66
H 6.85161 -2.24320 -1.21854 -0.13 0.12 0.66
H 5.52601 -3.03320 -0.42649 -0.44 -0.05 0.11
H 7.47801 -0.40962 1.16399 0.10 0.09 0.10
H 6.38964 0.97229 0.85336 0.12 0.12 0.16
H 7.39525 0.36141 -0.44592 0.21 -0.11 0.10
H 6.29556 -1.89898 2.44848 -0.51 0.30 0.01
H 4.84793 -1.53859 4.56336 0.25 0.18 -0.98
H 2.79091 -0.29193 4.37423 -0.14 -0.74 0.02
H 0.49119 -2.27826 3.90232 -0.27 0.23 0.17
H -0.22451 -2.30002 6.32713 0.12 -0.47 -0.08
H -1.06589 -0.30781 7.37601 -0.19 -0.05 0.77
H -1.34632 1.79969 6.06114 -0.10 0.65 0.44
H -0.70362 1.85876 3.67279 0.21 -0.18 0.11
H 2.02087 1.84240 4.23549 -0.27 0.05 -0.36
H 2.89559 4.12158 4.12160 -0.39 -0.14 -0.24
H 2.92520 5.30165 1.97800 -0.22 0.64 0.19
H 1.84136 4.30692 -0.10129 0.34 0.02 0.74
H 1.14490 1.97828 0.04966 -0.43 0.29 0.20
H 3.15713 1.06114 -4.33843 0.20 0.22 -0.08
H 5.64639 1.08104 -4.23481 0.09 0.07 -0.30
H 6.76571 -0.08211 -2.39280 -0.23 0.62 0.34
H -1.32006 -0.03795 -4.10035 0.31 0.30 -0.44
H -2.02650 1.50366 -5.98727 0.84 0.07 0.77
H -0.87688 3.69801 -6.23521 -0.10 0.11 -0.32
H 1.29809 4.08285 -4.97549 -0.27 0.58 -0.17
H 2.02826 2.59174 -3.28897 -0.27 -0.12 -0.08
H 0.19156 -2.64816 -1.82988 0.30 -0.24 -1.24
H 0.18020 -4.74828 -3.16840 -0.13 -0.58 0.13
H 1.38050 -4.84374 -5.36971 -0.03 0.03 -0.02
H 2.27235 -2.68417 -6.33857 -0.16 -0.27 0.03
H 1.77596 -0.54560 -5.21867 0.28 -0.52 0.19
F -5.55779 0.88723 -5.98102 0.48 -1.20 -0.33
C -4.95783 0.12013 -5.01531 -0.02 -0.11 0.76
F -3.86415 -0.57602 -5.55386 -1.86 1.39 0.12
F -5.85425 -0.81817 -4.60614 0.47 0.57 -1.02
C -4.61591 1.04809 -3.89386 2.11 0.47 2.29
C -4.75342 2.44579 -3.96279 -0.03 -1.36 0.29
C -4.29462 3.21977 -2.87284 0.18 -0.26 -0.70
C -3.58413 2.63758 -1.84240 -1.02 -1.19 -0.62
N -3.42320 1.31460 -1.72344 -0.15 -1.16 -1.27
C -3.90536 0.47146 -2.68756 -0.84 1.00 -1.97
S -3.64309 -1.24820 -2.65521 0.42 0.72 0.49
H -5.22052 2.88703 -4.85892 0.27 -0.09 0.69
H -4.41916 4.28055 -2.86689 -0.08 0.50 -0.10
H -3.17854 3.19947 -1.03932 0.31 0.58 0.63
C -3.18006 -3.02322 0.54037 1.27 -0.39 1.12
C -2.94015 -3.20229 1.93682 0.02 -0.57 -0.77
C -1.73174 -3.95247 2.39381 -0.84 0.78 1.07
C -1.62653 -4.38323 3.72726 -0.35 0.25 -1.53
C -2.70296 -4.10675 4.57389 -0.40 -0.16 0.59
C -3.80431 -3.28034 4.21486 0.50 -0.15 -0.30
C -3.90902 -2.75252 2.96938 1.83 -0.62 -0.93
C -2.82713 -4.73879 5.82230 -0.41 -0.18 0.96
N -3.10897 -5.19614 6.85160 0.41 -0.06 -0.14
H -2.48999 -3.48987 -0.17604 -0.03 -0.05 0.40
H -4.15413 -2.87999 0.11025 -0.43 0.41 0.31
H -0.93338 -4.10682 1.67217 -0.14 -0.15 0.06
H -0.80915 -5.00777 4.14512 -0.42 0.56 -0.65
H -4.56944 -3.10775 4.95730 0.02 0.22 0.15
H -4.58656 -1.95699 2.73487 -0.60 -0.04 -0.35
```
Positions in Å, forces in eV/Å.

## Properties
Total charge: -2
2S+1: 1
E_HOMO (eV): -1.42
Kohn-Sham gap (Ha): 0.169

Löwdin population analysis, charges in e, atoms 1 to 4: 1.1930, 0.6599, -0.8078, -0.8088



ORCA calculation (ωB97M-V with the def2-TZVPD basis set) on a structure of composition C59H43Cl4GeIN7O6Sn in a non-equilibrium geometry.

Structure (XYZ):
```
122
Properties=species:S:1:pos:R:3:forces:R:3
Sn 0.99321 0.19474 -0.91844 -0.02 -0.08 -0.72
Cl 0.92606 3.51616 -7.33436 0.02 0.12 -0.03
C 0.89292 2.24128 -6.14735 -0.15 -0.23 0.03
C 1.54430 2.43101 -4.94007 0.04 0.04 0.09
C 1.53552 1.44334 -3.95370 0.05 0.04 -0.51
N 2.07462 1.60810 -2.69334 -0.26 -0.22 0.82
C 2.99677 2.52368 -2.41651 0.00 -0.31 -0.26
O 3.70404 3.18096 -3.19328 -0.10 0.19 0.05
C 3.18465 2.74670 -0.93589 0.24 0.21 0.01
C 3.83854 3.89805 -0.51803 0.02 0.01 0.05
C 3.99193 4.12791 0.83830 -0.05 -0.08 -0.03
C 3.48189 3.20423 1.73471 0.11 0.00 -0.03
C 2.84281 2.08392 1.23250 0.09 -0.13 0.27
N 2.71712 1.85371 -0.06862 -0.26 -0.27 -0.03
C 0.89695 0.21010 -4.23416 0.05 0.07 -0.40
C 0.22239 0.04852 -5.44402 0.02 -0.02 0.09
C 0.21295 1.05846 -6.39174 0.05 0.17 0.12
Cl -0.66086 0.81346 -7.87674 -0.05 -0.06 -0.12
N 1.02920 -0.76410 -3.26459 -0.12 -0.03 0.50
C 1.10473 -2.05181 -3.57102 0.10 0.32 -0.14
O 0.95437 -2.62971 -4.65757 -0.05 -0.06 0.12
C 1.59888 -2.87310 -2.39624 0.22 -0.21 -0.01
C 1.70732 -4.25564 -2.53274 -0.06 -0.04 0.04
C 2.31478 -4.98945 -1.53165 0.03 0.09 0.03
C 2.82413 -4.31840 -0.42645 -0.05 -0.03 -0.12
C 2.65275 -2.94644 -0.36113 0.23 -0.11 0.10
N 2.04651 -2.23963 -1.30875 0.00 0.04 -0.14
H 2.06344 3.35895 -4.75805 0.04 -0.02 0.00
H 4.20187 4.58107 -1.27161 0.01 -0.04 -0.03
H 4.50002 5.01810 1.19034 -0.03 0.01 0.00
H 3.56965 3.34597 2.80290 -0.04 -0.04 0.02
H 2.42392 1.32591 1.88080 -0.02 -0.02 0.05
H -0.29440 -0.87506 -5.64802 0.05 -0.06 0.01
H 1.31757 -4.71060 -3.43220 0.00 0.06 -0.04
H 2.40513 -6.06626 -1.61159 0.00 0.00 -0.02
H 3.33742 -4.84708 0.36582 0.00 0.03 0.04
H 3.02070 -2.37092 0.47746 -0.11 -0.05 -0.30
Cl 2.25907 1.68525 5.08100 0.33 0.02 -0.07
C 1.20028 0.39156 5.52927 -0.01 -0.35 0.06
C -0.13001 0.73844 5.67923 -0.05 -0.06 -0.03
C -1.06699 -0.20059 6.06168 -0.14 0.02 0.04
C -0.66290 -1.49762 6.31284 0.01 0.01 -0.01
C 0.66666 -1.82963 6.16448 0.00 0.06 -0.08
Cl 1.13764 -3.47797 6.48846 -0.05 -0.17 0.05
C 1.65703 -0.92258 5.75313 -0.07 0.11 -0.03
N 2.97913 -1.35731 5.69019 0.14 0.24 0.04
C 3.91542 -0.94651 4.67512 -0.13 0.01 -0.14
C 4.99151 -0.15246 5.04899 -0.02 0.01 0.01
C 5.90037 0.28963 4.10473 0.01 0.01 0.04
C 5.73149 -0.07553 2.77590 0.06 0.06 -0.05
C 4.69081 -0.90980 2.41173 -0.06 0.03 0.03
C 3.76978 -1.37795 3.35144 0.04 0.18 0.05
C 2.66579 -2.29308 2.93484 -0.61 0.30 -0.24
C 1.42098 -1.59499 2.22274 0.14 -0.34 0.23
O 0.31303 -1.97423 2.60086 0.01 0.14 0.01
O 1.70604 -0.78548 1.29122 0.36 0.18 0.22
H -0.41451 1.76280 5.49091 -0.06 0.05 -0.08
H -2.10861 0.07323 6.15859 0.01 0.03 -0.03
H -1.37754 -2.25381 6.60544 0.05 -0.05 -0.01
H 3.03103 -2.35012 5.85980 0.01 -0.01 0.04
H 5.08063 0.13858 6.08766 -0.03 0.01 0.01
H 6.72341 0.92877 4.40034 -0.01 0.00 -0.01
H 6.41002 0.29956 2.01961 0.01 -0.03 -0.01
H 4.56575 -1.18895 1.37302 0.01 0.00 0.01
H 2.26739 -2.86615 3.76945 0.01 -0.01 -0.02
H 3.04571 -2.99776 2.19247 0.03 -0.08 0.23
C -0.94491 -3.76793 0.20411 0.27 0.48 0.01
Ge -1.35415 -1.99430 -0.64041 -0.89 -0.78 -0.13
C -3.18102 -1.55427 0.10488 0.60 0.25 0.03
C -3.52938 -0.24694 0.43433 -0.05 0.01 -0.13
C -4.74838 0.04851 1.03001 -0.15 -0.06 -0.04
C -5.65616 -0.96983 1.28394 0.00 0.00 0.02
C -5.33832 -2.27405 0.93029 -0.05 -0.04 0.02
C -4.10730 -2.56251 0.35768 0.03 -0.08 -0.05
C -1.85386 -2.49543 -2.52400 0.40 0.10 0.31
C -1.65749 -3.78189 -2.95734 -0.07 0.04 0.22
C -1.98613 -4.18181 -4.26719 -0.11 -0.01 -0.21
C -2.50672 -3.28230 -5.15119 0.06 -0.15 0.06
C -2.72007 -1.93999 -4.76025 0.01 0.11 0.15
C -3.24534 -0.98124 -5.65789 -0.05 0.03 -0.03
C -3.44383 0.31300 -5.26657 -0.02 -0.08 -0.05
C -3.10457 0.71444 -3.96060 -0.04 0.06 0.07
C -2.57367 -0.18593 -3.08153 -0.04 -0.02 -0.01
C -2.38072 -1.54036 -3.43928 -0.07 -0.01 -0.24
H -1.73443 -4.49807 0.01759 -0.07 0.08 -0.13
H -0.83529 -3.61190 1.27631 0.01 0.05 -0.01
H -0.00109 -4.15424 -0.18384 -0.04 -0.04 0.00
H -2.82101 0.55147 0.24398 -0.01 -0.06 0.06
H -4.98584 1.06847 1.31066 0.03 -0.01 -0.05
H -6.60299 -0.75538 1.76621 -0.02 0.03 -0.04
H -6.05268 -3.06999 1.11011 0.02 -0.02 0.02
H -3.86895 -3.58989 0.10414 -0.01 -0.01 0.00
H -1.23794 -4.51859 -2.28194 0.01 0.00 -0.01
H -1.81116 -5.20725 -4.57279 0.02 0.01 -0.01
H -2.74641 -3.57492 -6.16748 0.00 0.00 -0.01
H -3.47599 -1.29318 -6.67079 0.00 0.01 -0.01
H -3.84153 1.04062 -5.96321 0.02 0.00 -0.02
H -3.25534 1.74598 -3.66499 0.06 -0.03 0.01
H -2.27953 0.13144 -2.08850 -0.02 0.05 -0.01
O 0.32129 3.45260 1.09163 0.05 0.02 0.04
C -0.54002 2.59403 1.26246 -0.25 -0.10 -0.14
O -0.69759 1.50758 0.59642 0.10 0.25 0.00
C -1.61645 2.85051 2.31045 0.01 0.05 0.03
C -1.73367 4.11885 2.87038 0.04 -0.02 0.07
C -2.71599 4.38115 3.81327 -0.04 0.04 -0.02
C -3.60137 3.37890 4.19239 -0.01 0.01 0.01
C -3.49924 2.11729 3.62264 0.00 0.00 0.10
C -2.50809 1.85317 2.68747 0.15 -0.06 0.13
H -1.03238 4.88061 2.55495 0.02 -0.01 0.00
H -2.80087 5.37026 4.24817 0.01 0.00 0.01
H -4.36797 3.58035 4.93173 -0.02 0.02 -0.01
H -4.19174 1.33483 3.91182 0.02 -0.03 -0.01
H -2.40274 0.86638 2.25755 0.06 0.11 0.11
I -2.95893 6.23494 -3.74123 0.09 -0.23 0.11
C -2.18837 4.49675 -2.90174 -0.20 0.32 -0.11
C -2.56237 3.92886 -1.70532 -0.08 -0.01 -0.05
N -1.81615 2.81834 -1.58592 0.11 -0.03 0.12
N -0.96776 2.65233 -2.60162 0.13 0.03 -0.07
C -1.18623 3.66403 -3.42599 -0.06 -0.06 0.07
H -3.28504 4.23272 -0.96743 0.03 -0.02 0.04
H -1.66733 2.21592 -0.76688 -0.01 0.14 0.02
H -0.64100 3.75645 -4.34977 0.03 -0.02 -0.02
```
Positions in Å, forces in eV/Å.

## Properties
Total charge: -2
2S+1: 2
E_HOMO (spin up / spin down) (eV): -2.10 / -2.34
Kohn-Sham gap (spin up / spin down) (Ha): 0.204 / 0.206

Löwdin population analysis, charges in e, atoms 1 to 4: 1.4425, 0.6066, -0.7060, -0.0735



Molecular weight readings, ordered: 1336.7 1406.1 g mol⁻¹
Calculated total energy readings, ordered: -407148.40751 -205140.40075 eV
ΔE to the lowest compared entry with this formula, charge and spin readings, ordered: 0.00 10.66 kcal per mole